{"formula": "C18H46BFNO16S5", "method": "ωB97M-V/def2-TZVPD", "gap_ev": 8.5, "total_charge": 1, "lumo_ev": -3.49, "elements": ["C", "C", "B", "O", "C", "N", "C", "C", "O", "C", "S", "O", "O", "F", "H", "H", "H", "H", "H", "H", "H", "H", "H", "H", "H", "H", "H", "H", "O", "S", "O", "O", "C", "C", "C", "H", "H", "H", "H", "H", "H", "H", "H", "O", "S", "O", "O", "C", "C", "C", "H", "H", "H", "H", "H", "H", "H", "H", "O", "S", "O", "O", "C", "C", "C", "H", "H", "H", "H", "H", "H", "H", "H", "O", "S", "O", "O", "C", "C", "C", "H", "H", "H", "H", "H", "H", "H", "H"], "positions_angstrom": [[-3.17565, -4.29448, 0.95775], [-2.08419, -5.00336, 1.82053], [-2.08216, -4.47223, 3.27907], [-2.90515, -4.92362, 4.27486], [-1.09484, -3.29714, 3.76899], [-0.77367, -3.49807, 5.25080], [-1.11062, -2.37000, 6.19485], [-2.24053, -1.54697, 5.63705], [-1.74089, -0.96849, 4.43907], [-1.78244, -1.94166, 3.43647], [-1.09656, -1.22888, 1.91351], [-0.25200, -2.19522, 1.30331], [-2.15258, -0.65516, 1.16936], [-0.22075, -0.08604, 2.47835], [-3.41348, -3.28429, 1.29850], [-2.83800, -4.18335, -0.06924], [-4.10257, -4.86328, 0.94337], [-2.29538, -6.07336, 1.82585], [-1.12277, -4.82481, 1.34136], [-3.78049, -5.18979, 3.95769], [-0.17087, -3.41687, 3.20890], [-1.20400, -4.36079, 5.59180], [0.23159, -3.64323, 5.32933], [-0.23554, -1.72176, 6.20958], [-1.26463, -2.72333, 7.21089], [-3.12895, -2.14995, 5.42172], [-2.50772, -0.77032, 6.34774], [-2.83167, -2.10915, 3.16529], [3.98822, -2.38233, -3.53366], [4.19919, -1.14347, -2.84433], [5.18636, -1.06768, -1.81423], [2.79901, -0.64326, -2.27279], [2.03949, -1.56828, -1.46780], [2.54084, -1.66376, -0.04421], [4.44446, 0.15679, -3.99826], [2.02924, -2.54588, -1.94991], [1.02193, -1.17986, -1.49037], [3.52591, -2.12630, 0.00434], [1.84461, -2.26377, 0.53721], [2.62229, -0.67125, 0.40183], [3.65967, 0.11368, -4.74804], [5.41887, -0.00891, -4.45236], [4.42932, 1.10244, -3.46290], [-2.91210, 3.52925, -1.66960], [-3.00929, 4.44525, -0.57401], [-2.02910, 5.47921, -0.43684], [-3.09279, 3.61051, 0.77778], [-2.06519, 2.60986, 0.97640], [-0.75639, 3.22894, 1.41734], [-4.61613, 5.15060, -0.50971], [-1.94263, 2.02346, 0.06521], [-2.45751, 1.94572, 1.74370], [-0.32132, 3.83094, 0.62540], [-0.03710, 2.45451, 1.68459], [-0.90363, 3.88373, 2.27514], [-5.35047, 4.35288, -0.57205], [-4.69994, 5.81756, -1.36475], [-4.71437, 5.70795, 0.41776], [-2.57463, -3.49528, -4.82541], [-1.79340, -3.39914, -6.02410], [-1.16483, -4.57107, -6.54651], [-0.71172, -2.25340, -5.82884], [0.10626, -2.32540, -4.63695], [1.23099, -3.33095, -4.74453], [-2.72500, -2.61825, -7.29225], [-0.54002, -2.53048, -3.78150], [0.50211, -1.31819, -4.51352], [0.84964, -4.35086, -4.78694], [1.88606, -3.23985, -3.88421], [1.81952, -3.15980, -5.64496], [-3.16306, -1.70714, -6.89529], [-3.50053, -3.32044, -7.58954], [-2.06325, -2.40726, -8.12766], [1.71115, 5.09764, 1.65965], [2.52304, 5.34666, 0.50398], [3.23221, 4.26750, -0.11320], [3.52626, 6.52873, 0.83328], [4.33600, 6.41156, 2.02835], [5.51806, 5.48516, 1.84001], [1.56862, 6.19002, -0.70643], [3.70266, 6.09793, 2.85897], [4.66842, 7.42698, 2.23164], [5.19831, 4.45165, 1.71554], [6.16924, 5.54319, 2.71244], [6.08700, 5.76624, 0.95442], [1.06321, 7.02621, -0.23260], [0.84021, 5.47961, -1.09292], [2.23254, 6.52550, -1.49857]], "forces_ev_per_a": [[0.06, 0.06, -0.01], [-0.39, 0.49, -0.16], [-0.03, -0.36, -0.12], [-0.31, 0.81, -0.03], [0.04, -0.67, -0.04], [0.28, 0.23, 0.26], [0.30, 0.55, 0.06], [0.00, -0.24, 0.16], [-0.07, -0.12, -0.07], [-0.01, 0.10, 0.25], [-0.36, -0.29, -0.90], [0.12, 0.01, 0.35], [-0.11, 0.28, 0.28], [0.09, -0.14, 0.12], [-0.02, 0.02, 0.01], [-0.01, -0.10, -0.05], [-0.05, 0.01, 0.05], [0.17, -0.06, -0.05], [0.10, -0.14, 0.06], [0.30, -0.61, 0.15], [0.22, 0.36, 0.21], [-0.34, 0.06, -0.19], [0.01, -0.10, -0.06], [0.02, 0.01, 0.05], [-0.16, -0.40, -0.14], [-0.07, 0.03, 0.11], [0.04, 0.19, -0.15], [0.00, -0.02, -0.12], [0.16, 0.02, 0.11], [-0.08, 0.11, -0.04], [0.04, -0.07, 0.02], [-0.02, 0.05, -0.02], [-0.23, -0.17, 0.19], [0.32, 0.04, 0.02], [0.00, 0.04, -0.03], [0.08, 0.02, -0.02], [0.03, 0.09, -0.07], [0.01, 0.01, -0.06], [0.06, 0.02, -0.05], [-0.07, 0.00, 0.01], [0.00, -0.01, 0.00], [0.01, -0.02, 0.01], [0.01, 0.00, 0.01], [0.06, 0.01, -0.07], [-0.08, -0.05, 0.14], [0.04, 0.03, -0.08], [-0.05, 0.00, -0.07], [0.41, -0.20, 0.17], [-0.09, 0.11, -0.08], [-0.05, 0.00, 0.01], [-0.13, 0.08, -0.07], [-0.20, 0.11, -0.01], [0.03, -0.01, 0.00], [-0.01, -0.02, 0.00], [0.02, -0.03, 0.03], [0.00, -0.01, -0.01], [0.03, 0.00, -0.01], [0.02, 0.01, 0.00], [-0.03, -0.08, 0.05], [0.05, 0.16, -0.05], [-0.04, -0.08, 0.02], [-0.01, -0.02, -0.05], [0.25, 0.06, 0.35], [-0.28, -0.23, -0.21], [-0.04, 0.04, -0.02], [-0.06, -0.03, -0.05], [-0.06, 0.04, -0.13], [-0.04, 0.02, -0.01], [0.05, 0.01, -0.06], [0.05, 0.06, 0.04], [0.00, 0.00, 0.01], [0.01, -0.02, 0.01], [0.01, -0.02, 0.00], [0.15, -0.21, 0.11], [-0.15, 0.42, -0.20], [-0.04, -0.15, 0.11], [0.04, -0.03, -0.03], [0.20, 0.00, 0.29], [-0.08, -0.10, -0.12], [0.00, 0.01, -0.05], [-0.07, -0.03, -0.07], [-0.06, 0.04, -0.11], [-0.01, 0.00, 0.01], [0.00, 0.04, 0.01], [0.03, 0.04, 0.03], [-0.01, -0.01, 0.01], [-0.02, 0.00, 0.03], [0.01, -0.01, 0.00]], "mulliken_charge": [-0.985, -0.284, 0.254, -0.695, -0.320, -0.078, -0.703, -0.575, -0.496, -0.464, 1.369, -0.570, -0.571, -0.202, 0.250, 0.326, 0.362, 0.398, 0.192, 0.322, 0.493, 0.484, 0.402, 0.343, 0.479, 0.321, 0.433, 0.497, -0.624, 1.207, -0.613, -0.170, -0.096, -0.924, -0.930, 0.074, 0.280, 0.433, 0.098, 0.305, 0.293, 0.383, 0.317, -0.663, 1.263, -0.567, -0.289, -0.401, -0.502, -1.002, 0.359, 0.128, -0.090, 0.374, 0.324, 0.337, 0.381, 0.326, -0.650, 1.255, -0.611, -0.285, -0.331, -0.733, -0.952, 0.332, 0.204, 0.361, 0.137, 0.261, 0.313, 0.377, 0.325, -0.658, 1.238, -0.629, -0.260, -0.320, -0.972, -0.951, 0.312, 0.289, 0.270, 0.394, 0.266, 0.312, 0.329, 0.385]}